(1)
# C19H23N3O6

The molecule C19H23N3O6 (ωB97M-V/def2-TZVPD, the Open Molecules 2025 dataset).

XYZ file:
```
51
Properties=species:S:1:pos:R:3:forces:R:3
C 5.966 2.565 0.665 -0.206 -0.425 -0.059
C 5.908 1.049 0.665 0.468 0.058 0.153
O 4.584 0.651 0.303 -0.138 0.098 -0.045
C 4.339 -0.675 0.355 0.122 -0.020 0.050
O 5.194 -1.473 0.674 -0.056 0.057 -0.053
C 2.979 -1.056 -0.003 -0.317 -0.225 0.070
C 1.961 -0.235 -0.366 0.594 -0.048 0.182
C 2.129 1.261 -0.485 0.430 0.268 0.324
O 0.968 1.954 -0.919 0.077 -0.132 -0.465
C 0.079 2.299 0.011 -0.313 0.291 0.247
O 0.171 2.034 1.179 0.011 -0.048 -0.054
C -1.079 3.091 -0.599 0.077 -0.331 -0.192
N -2.335 2.455 -0.271 0.064 0.175 0.076
C -2.501 1.156 -0.650 -0.200 0.425 0.078
O -1.647 0.603 -1.326 0.043 -0.096 -0.102
C -3.756 0.503 -0.226 -0.328 -0.265 0.061
C -4.929 1.217 0.004 0.232 -0.023 -0.039
C -6.079 0.553 0.387 -0.066 -0.053 0.057
C -6.085 -0.827 0.557 0.038 0.082 -0.024
C -7.326 -1.550 0.978 0.001 -0.021 -0.008
C -4.909 -1.532 0.319 -0.025 0.111 -0.011
C -3.757 -0.883 -0.075 0.089 0.111 -0.047
N 0.726 -0.751 -0.620 -0.215 0.173 -0.232
C 0.330 -2.014 -0.191 0.140 -0.029 0.146
O -0.834 -2.349 -0.201 -0.507 -0.156 -0.094
N 1.327 -2.790 0.284 0.114 -0.191 0.259
C 2.729 -2.549 0.015 0.365 0.083 -0.304
C 3.162 -3.185 -1.313 0.008 0.084 0.305
H 6.965 2.891 0.938 0.095 0.058 0.021
H 5.724 2.950 -0.322 0.011 0.105 -0.097
H 5.254 2.967 1.380 -0.041 0.098 0.085
H 6.615 0.621 -0.056 -0.093 0.026 0.143
H 6.145 0.639 1.653 -0.012 0.040 -0.182
H 2.903 1.491 -1.219 -0.173 -0.018 0.148
H 2.438 1.652 0.492 -0.037 -0.080 -0.287
H -1.071 4.106 -0.203 0.025 -0.078 -0.022
H -0.952 3.104 -1.685 -0.006 0.110 0.175
H -2.875 2.820 0.496 0.019 -0.100 -0.037
H -4.959 2.287 -0.146 -0.003 0.084 -0.020
H -6.987 1.115 0.554 -0.084 0.031 0.008
H -7.623 -2.265 0.211 -0.077 -0.054 -0.010
H -7.146 -2.107 1.896 -0.055 -0.044 0.058
H -8.148 -0.858 1.144 -0.076 -0.004 0.023
H -4.900 -2.605 0.443 0.014 -0.131 0.022
H -2.845 -1.433 -0.256 0.110 -0.036 -0.035
H -0.039 -0.159 -0.952 0.118 -0.118 0.102
H 1.058 -3.723 0.553 -0.145 0.138 -0.046
H 3.319 -2.993 0.825 -0.154 0.124 -0.125
H 2.612 -2.741 -2.140 -0.072 0.045 -0.092
H 2.971 -4.256 -1.298 -0.006 -0.143 -0.042
H 4.225 -3.021 -1.459 0.141 -0.011 -0.068
```
Positions in Å, forces in eV/Å.

Values from the calculation:
orbital gap: 9.1 eV
charge: 0
HOMO: -8.479 eV


(2)
# C2H8OS2

A cluster of 2 separate species, C2H8OS2 in total (ωB97M-V/def2-TZVPD, the Open Molecules 2025 dataset).

XYZ file:
```
13
Properties=species:S:1:pos:R:3:forces:R:3
C 0.401 0.698 -2.098 0.420 0.117 0.254
S -1.273 -0.018 -2.260 0.411 0.665 -0.246
S -1.210 -1.392 -0.805 -0.021 -0.692 0.762
C -1.415 -0.469 0.755 -0.174 0.695 0.078
H 0.624 1.406 -2.914 -0.355 -0.308 0.248
H 1.168 -0.095 -2.102 -0.441 0.257 -0.040
H 0.458 1.237 -1.138 0.036 -0.173 -0.450
H -2.331 0.143 0.712 0.347 -0.300 0.011
H -0.555 0.198 0.935 -0.291 -0.357 -0.094
H -1.500 -1.170 1.601 0.072 0.078 -0.526
O 2.128 -0.407 2.223 -0.806 0.723 0.622
H 1.394 -0.706 2.805 0.793 0.349 -0.604
H 2.111 0.575 2.287 0.010 -1.054 -0.016
```
Positions in Å, forces in eV/Å.

Values from the calculation:
orbital gap: 9.3 eV
charge: 0
HOMO: -8.721 eV


(3)
# C24H32CuIN3

A structure of composition C24H32CuIN3 (ωB97M-V/def2-TZVPD, the Open Molecules 2025 dataset).

XYZ file:
```
61
Properties=species:S:1:pos:R:3:forces:R:3
C 3.593 -2.253 1.615 0.232 -0.481 0.283
C 2.468 -3.160 1.085 0.333 -0.044 0.392
H 4.350 -2.076 0.844 -0.269 -0.108 0.304
H 4.119 -2.699 2.478 -0.332 -0.080 -0.178
H 3.215 -1.277 1.926 0.089 -0.128 -0.143
H 1.925 -2.709 0.250 0.211 0.039 0.051
H 2.889 -4.109 0.736 -0.147 0.039 0.042
H 1.738 -3.378 1.874 0.086 -0.085 -0.063
C 1.257 1.422 -2.824 0.025 -0.809 -0.552
C 1.359 1.794 -4.160 -0.228 -0.095 0.047
C 0.812 0.947 -5.132 -0.006 -0.244 0.374
C 0.210 -0.255 -4.735 -0.164 -0.264 0.235
H 1.695 2.010 -2.015 -0.124 -0.195 -0.292
H 1.868 2.726 -4.402 -0.248 -0.240 -0.137
H 0.857 1.230 -6.183 0.023 -0.197 0.219
H -0.207 -0.985 -5.431 0.192 0.480 -0.106
N 0.677 0.271 -2.461 -0.510 0.535 -1.231
C 0.130 -0.568 -3.370 1.224 1.721 -0.329
C -0.600 -1.683 -2.761 -0.585 -1.057 1.468
N -0.368 -1.829 -1.424 -0.819 -0.457 -0.287
C -1.168 -2.579 -0.652 0.093 -0.229 -1.174
C -2.429 -3.244 -2.600 0.504 0.004 0.310
C -2.214 -3.318 -1.213 0.051 0.125 -0.047
H -0.944 -2.581 0.421 -0.124 -0.153 -0.510
H -2.816 -3.958 -0.562 0.059 0.310 -0.358
C -1.592 -2.444 -3.388 0.029 0.136 0.228
H -1.694 -2.372 -4.472 -0.265 -0.037 0.365
H -3.241 -3.814 -3.050 0.257 0.124 0.046
Cu 0.933 -0.540 -0.605 -0.408 0.540 0.227
I 3.324 -0.187 -0.784 1.130 0.635 -0.263
C 0.131 3.448 4.247 0.041 0.259 0.123
C 0.231 2.156 3.482 0.145 -0.123 -0.255
C 0.778 1.012 4.082 -0.088 -0.316 0.016
C 0.811 -0.224 3.419 0.027 0.370 -0.060
C 1.374 -1.442 4.105 -0.015 -0.098 0.147
C 0.306 -0.295 2.125 0.032 0.132 -0.130
C -0.207 0.855 1.448 -0.070 0.537 0.337
C -0.214 2.086 2.172 -0.093 -0.067 0.234
N -0.643 0.702 0.171 -0.662 -0.717 0.303
C -1.716 1.542 -0.416 0.465 0.472 -0.008
C -2.844 1.776 0.577 -0.106 0.101 0.476
C -1.174 2.876 -0.929 0.322 0.423 0.003
C -2.392 0.884 -1.614 0.016 -0.401 -0.231
H -0.407 3.323 5.194 0.065 -0.089 -0.175
H 1.114 3.868 4.497 -0.118 -0.146 -0.113
H -0.410 4.190 3.656 0.067 0.007 0.078
H 1.153 1.068 5.109 -0.133 0.019 -0.322
H 2.437 -1.597 3.876 -0.317 0.116 -0.024
H 1.294 -1.335 5.193 -0.072 -0.103 -0.182
H 0.833 -2.342 3.788 0.143 0.170 0.162
H 0.256 -1.265 1.618 0.077 0.355 0.141
H -0.581 2.996 1.696 0.151 -0.373 0.233
H -2.515 2.302 1.470 -0.127 -0.049 0.023
H -3.625 2.375 0.100 0.044 -0.108 0.062
H -3.265 0.814 0.874 -0.075 0.047 0.074
H -0.474 2.721 -1.756 -0.240 0.027 0.156
H -2.010 3.486 -1.292 0.195 -0.054 0.057
H -0.636 3.431 -0.157 -0.136 0.039 -0.150
H -1.745 0.816 -2.488 -0.036 0.022 0.131
H -2.750 -0.117 -1.356 -0.033 0.024 -0.058
H -3.256 1.507 -1.890 0.222 -0.263 0.033
```
Positions in Å, forces in eV/Å.

Values from the calculation:
orbital gap (alpha / beta): 6.5 / 5.5 eV
charge: 0
multiplicity: 2
HOMO (alpha / beta): -6.830 / -6.769 eV


(4)
# C27H43BrN2O2P2Zn

A structure of composition C27H43BrN2O2P2Zn (ωB97M-V/def2-TZVPD, the Open Molecules 2025 dataset).

XYZ file:
```
78
Properties=species:S:1:pos:R:3:forces:R:3
C -3.638 -1.270 -7.641 0.052 -0.050 -0.267
C -4.051 -0.194 -6.824 -0.415 0.324 -1.379
C -5.381 0.254 -7.029 -0.173 0.273 -0.018
C -6.177 -0.302 -8.045 0.821 -0.470 0.526
N -5.739 -1.320 -8.799 -0.098 0.374 -0.148
C -4.512 -1.806 -8.613 -0.138 0.422 0.784
C -3.167 0.551 -5.906 -0.026 -1.652 6.169
C -2.664 0.982 -4.779 -3.147 -3.755 -2.716
C -2.255 0.980 -3.366 0.983 0.894 0.961
C -2.709 0.151 -2.300 -0.177 0.304 -0.677
C -2.000 0.085 -1.087 0.198 0.227 0.802
C -1.099 1.086 -0.662 0.009 -0.640 -3.693
C -0.685 1.927 -1.722 0.418 0.255 0.046
C -1.211 1.858 -3.013 -0.009 -0.246 0.286
Zn -2.247 2.166 -6.371 1.528 3.109 -1.935
P -2.439 -1.169 1.782 -0.920 -1.519 2.577
H -5.813 1.019 -6.389 0.209 0.077 -0.199
H -2.666 -1.724 -7.544 0.273 0.163 0.054
H -7.188 0.073 -8.247 0.481 -0.201 0.172
H -4.230 -2.651 -9.265 0.016 0.546 0.546
H -0.808 2.521 -3.776 0.152 -0.107 0.201
H -3.671 -0.355 -2.351 0.568 -0.597 -0.394
H 0.158 2.616 -1.582 -0.493 -0.395 0.128
H -2.060 -0.840 -0.475 -0.521 0.733 -0.404
C -1.523 -0.814 3.335 0.903 0.738 -0.476
C -2.264 -0.521 4.634 -0.355 0.036 0.205
H -0.939 0.080 3.060 -0.063 -0.473 0.491
H -0.804 -1.638 3.458 -0.180 0.182 -0.150
H -1.512 -0.402 5.427 -0.238 -0.061 -0.232
H -2.822 0.424 4.579 0.072 -0.292 -0.005
H -2.948 -1.325 4.936 0.169 0.188 -0.068
C -4.205 -0.803 2.104 0.179 0.837 -0.647
C -5.125 -1.490 1.091 -0.263 0.007 -0.100
H -4.289 0.296 2.013 -0.080 -0.344 0.173
H -4.443 -1.064 3.146 0.257 0.029 -0.263
H -6.024 -0.879 0.942 0.198 -0.240 0.006
H -4.634 -1.614 0.115 -0.222 0.031 0.198
H -5.445 -2.476 1.447 0.133 0.193 -0.157
C -2.322 -2.994 1.606 0.480 0.240 -1.270
C -2.826 -3.797 2.798 -0.187 0.065 0.419
H -1.254 -3.184 1.411 -0.310 -0.038 -0.046
H -2.865 -3.262 0.685 0.226 0.001 0.266
H -2.702 -4.864 2.577 0.012 0.223 -0.002
H -2.253 -3.579 3.707 -0.160 -0.044 -0.145
H -3.891 -3.629 3.000 0.245 0.005 -0.022
Br -0.127 1.112 0.912 0.092 -0.059 0.076
P -3.023 4.700 -0.736 -0.831 1.431 2.003
C -3.425 3.379 0.502 0.040 -0.292 -0.159
C -3.861 3.815 1.911 0.082 -0.095 0.026
H -2.500 2.792 0.570 -0.374 -0.239 0.174
H -4.185 2.744 0.028 -0.006 0.051 0.213
H -4.371 2.978 2.414 0.162 0.207 -0.042
H -2.988 4.081 2.525 -0.267 0.047 -0.171
H -4.557 4.663 1.917 0.214 -0.190 -0.158
C -1.199 4.775 -0.484 0.482 -0.195 -0.531
C -0.628 6.194 -0.313 -0.101 -0.126 -0.120
H -0.740 4.301 -1.357 0.237 0.215 0.260
H -0.965 4.166 0.407 -0.060 0.154 -0.387
H 0.422 6.132 0.006 -0.267 0.068 -0.074
H -0.655 6.726 -1.275 -0.063 0.002 0.369
H -1.190 6.770 0.437 0.165 -0.165 -0.299
C -3.694 4.001 -2.287 0.457 -0.277 -0.227
C -4.880 4.896 -2.686 0.119 0.016 -0.136
H -3.999 2.964 -2.098 0.044 0.093 -0.274
H -2.906 3.989 -3.048 -0.153 0.076 -0.101
H -5.077 4.836 -3.758 -0.143 -0.071 0.033
H -5.787 4.607 -2.140 0.200 0.146 -0.111
H -4.646 5.940 -2.439 -0.195 -0.302 -0.133
N 3.103 -2.705 -0.419 1.482 -0.551 0.058
C 2.749 -1.958 -1.642 -0.142 0.120 0.154
C 1.221 -1.825 -1.556 -0.847 0.214 -0.491
O 0.715 -1.215 -2.501 -0.256 -0.142 0.645
O 0.691 -2.373 -0.525 0.299 0.465 -0.545
H 3.683 -2.138 0.192 -0.041 -0.144 0.250
H 3.635 -3.541 -0.668 -0.162 -0.008 0.387
H 2.152 -2.920 0.010 -0.285 0.190 -0.176
H 3.235 -0.982 -1.630 -0.143 -0.098 -0.115
H 3.064 -2.517 -2.521 -0.143 0.107 0.005
```
Positions in Å, forces in eV/Å.

Values from the calculation:
orbital gap (alpha / beta): 4.5 / 3.6 eV
charge: +2
HOMO (alpha / beta): -11.732 / -11.729 eV


(5)
# C2HFIN

A cluster of 2 separate species, C2HFIN in total (ωB97M-V/def2-TZVPD, the Open Molecules 2025 dataset).

XYZ file:
```
6
Properties=species:S:1:pos:R:3:forces:R:3
C -0.858 1.846 0.214 -0.208 -1.026 -1.380
C -1.163 0.726 -0.564 1.144 -5.846 2.413
N -0.729 2.914 0.557 0.568 2.627 1.458
F -0.991 0.788 -1.848 -0.076 0.549 -0.912
I -3.011 -0.236 0.110 0.564 0.606 -0.524
H -0.051 -0.667 -0.010 -1.992 3.091 -1.055
```
Positions in Å, forces in eV/Å.

Values from the calculation:
orbital gap (alpha / beta): 8.7 / 8.7 eV
charge: 0
HOMO (alpha / beta): -9.854 / -9.852 eV


Total energy for every record listed, in sequence, given in Eh: -1353.62729; -952.60292; -3036.15397; -6349.84185; -528.96803.